[1]
An isolated ion of composition C3H6NO3S and charge -1, computed with wB97M-V/def2-TZVPD.

Structure (ORCA input):
```
! wB97M-V def2-TZVPD RIJCOSX def2/J DEFGRID3
* xyz -1 1
C 2.79596 -0.50088 1.10581
C -2.02004 -0.06703 -1.31167
C -1.02504 -0.41103 -0.21827
N 0.22572 0.27896 -0.49360
O -0.06553 2.18429 1.30978
O 3.45467 -1.32302 1.69897
O 1.90934 0.25259 1.73514
S 0.78771 1.42311 0.39430
H 3.01992 -0.43721 0.00606
H -1.77490 -0.52746 -2.28784
H -3.03860 -0.18577 -0.92254
H -1.89515 0.96891 -1.45293
H -1.53331 -0.19672 0.67148
H -0.84075 -1.45875 -0.23468
*
```

Values from the calculation:
calculated total energy	-21676.52356	eV
highest occupied orbital energy	-4.6000	eV
energy above the lowest of the compared OMol25 structures with the same formula, charge and spin	2.398	eV



[2]
An isolated ion of composition C3H6NO3S2 and charge -1, computed with wB97M-V/def2-TZVPD.

Structure (ORCA input):
```
! wB97M-V def2-TZVPD RIJCOSX def2/J DEFGRID3
* xyz -1 1
C -0.01415 1.26911 -0.98863
C -0.99541 0.39753 -0.12854
C 1.22989 0.43223 -1.17330
N -0.57594 -0.95631 -0.05162
O -1.46031 -1.31936 2.36834
O 0.49899 -2.75181 1.73569
O 0.75853 -0.46024 2.07655
S 0.67687 -1.30153 -1.15555
S -0.18701 -1.47640 1.67519
H -0.53732 1.42121 -1.87839
H 0.08775 2.12040 -0.46833
H -1.22663 0.90133 0.91541
H -1.88487 0.39435 -0.67600
H 1.77751 0.81236 -2.01911
H 1.85210 0.51714 -0.23171
*
```

Values from the calculation:
calculated total energy	-32512.01833	eV
highest occupied orbital energy	-4.1719	eV
energy above the lowest of the compared OMol25 structures with the same formula, charge and spin	0.511	eV



[3]
C3H6NO3SSe2TcTe2 as an isolated structure, computed with wB97M-V/def2-TZVPD.

Structure (ORCA input):
```
! wB97M-V def2-TZVPD RIJCOSX def2/J DEFGRID3
* xyz 1 2
Tc 0.22082 -0.62129 -0.21923
Se -1.67953 0.36704 -1.27391
Te -3.82456 -0.73711 -0.69432
Te -3.24494 -1.55467 1.78804
Se -0.77408 -1.72863 1.60540
C 0.39244 -4.09424 -3.24616
C 0.28324 -3.01902 -2.26501
N 0.20481 -2.17683 -1.49678
H 1.40815 -4.48397 -3.25308
H 0.14195 -3.71538 -4.23467
H -0.29714 -4.89399 -2.98118
C 3.46228 1.75363 0.47714
S 2.12237 0.69795 0.17968
O 2.39259 -0.70151 0.58602
O 1.72573 0.68584 -1.26023
O 0.89704 1.13731 0.91429
H 4.25573 1.47240 -0.21389
H 3.76645 1.61159 1.51266
H 3.11906 2.77057 0.29573
*
```

Values from the calculation:
calculated total energy	-169147.30802	eV
highest occupied orbital energy (alpha / beta)	-11.4186 / -11.4708	eV
energy above the lowest of the compared OMol25 structures with the same formula, charge and spin	0.726	eV
expectation value of S²	0.97



[4]
A single C3H6NOP molecule, computed with wB97M-V/def2-TZVPD.

Structure (ORCA input):
```
! wB97M-V def2-TZVPD RIJCOSX def2/J DEFGRID3
* xyz 0 3
C 0.43438 1.41982 0.08822
C 0.51338 0.04830 -0.56927
C 0.64498 -1.14801 0.25616
N -0.75192 0.85459 -0.44736
O -2.59858 -0.89996 -0.39845
P -2.20514 0.24930 0.39071
H 0.45580 1.49682 1.13788
H 0.93126 2.36299 -0.23064
H 0.79443 -0.08180 -1.57820
H 0.34438 -0.83340 1.24868
H 1.57248 -1.60943 0.27340
H -0.13546 -1.85923 -0.17113
*
```

Values from the calculation:
calculated total energy	-16030.52991	eV
highest occupied orbital energy (alpha / beta)	-6.5384 / -9.9620	eV
energy above the lowest of the compared OMol25 structures with the same formula, charge and spin	0.000	eV
expectation value of S²	2.01



[5]
An isolated ion of composition C3H6NOS and charge -1, computed with wB97M-V/def2-TZVPD.

Structure (ORCA input):
```
! wB97M-V def2-TZVPD RIJCOSX def2/J DEFGRID3
* xyz -1 1
C -0.08523 0.81984 0.51948
C -1.01936 -0.36604 0.80472
S -1.99325 -0.97983 -0.63840
C 1.09537 0.39109 -0.35842
N 0.82691 -0.43842 -1.41205
O 2.22510 0.78226 -0.10731
H 0.39724 1.15763 1.43517
H -0.65930 1.61954 0.05933
H -1.77249 -0.00191 1.50842
H -0.51260 -1.21594 1.25765
H 1.64028 -0.96332 -1.69479
H -0.14269 -0.80492 -1.37380
*
```

Values from the calculation:
calculated total energy	-17582.94456	eV
highest occupied orbital energy	-2.9591	eV
energy above the lowest of the compared OMol25 structures with the same formula, charge and spin	0.121	eV



[6]
An isolated ion of composition C3H6NOS2 and charge +1, computed with wB97M-V/def2-TZVPD.

Structure (ORCA input):
```
! wB97M-V def2-TZVPD RIJCOSX def2/J DEFGRID3
* xyz 1 1
C -1.57504 0.04349 0.30718
C -1.38291 -0.05907 -0.97789
C 0.85194 -0.10781 0.01510
N -0.27480 -0.05142 1.04290
O -0.10841 -0.01737 -1.35837
S 1.79631 1.36607 0.05130
S 1.58309 -1.74456 0.13620
H -2.35069 0.43414 0.86168
H -2.13656 0.02434 -1.83119
H -0.24593 0.82167 1.52248
H -0.26394 -0.96054 1.68121
H 1.31685 1.90174 -0.93787
H 2.79008 -1.65068 -0.51273
*
```

Values from the calculation:
calculated total energy	-28406.44783	eV
highest occupied orbital energy	-14.0645	eV
energy above the lowest of the compared OMol25 structures with the same formula, charge and spin	1.810	eV